Entry 1:
{"formula": "C49H53IN4O14PS", "method": "ωB97M-V/def2-TZVPD", "largest_force_ha_per_bohr": 0.081, "charge": 1, "homo_ev": -11.3, "lumo_ev": -3.6, "gap_ev": 7.65, "symbols": ["C", "C", "N", "C", "S", "C", "C", "C", "O", "I", "N", "C", "C", "C", "C", "O", "C", "N", "N", "P", "C", "C", "H", "H", "H", "H", "H", "H", "H", "H", "H", "H", "H", "H", "H", "H", "H", "H", "H", "H", "H", "H", "H", "H", "H", "H", "H", "H", "H", "H", "H", "C", "C", "C", "O", "C", "C", "C", "O", "H", "H", "H", "H", "C", "C", "C", "O", "C", "C", "C", "O", "H", "H", "H", "H", "C", "C", "C", "O", "C", "C", "C", "O", "H", "H", "H", "H", "C", "C", "C", "O", "C", "C", "C", "O", "H", "H", "H", "H", "C", "C", "C", "O", "C", "C", "C", "O", "H", "H", "H", "H", "C", "C", "C", "O", "C", "C", "C", "O", "H", "H", "H", "H"], "xyz": [[-1.114, -3.200, 1.651], [0.244, -3.523, 0.826], [1.229, -2.425, 0.791], [0.998, -1.324, -0.168], [-0.509, -1.456, -1.232], [1.045, 0.029, 0.724], [-0.194, 0.166, 1.728], [-0.015, 1.454, 2.681], [-0.587, 2.501, 2.351], [1.187, 1.486, 4.481], [1.199, 1.289, 0.002], [1.575, 1.219, -1.426], [2.378, -0.084, -1.903], [3.838, 0.377, -2.349], [5.067, -0.470, -1.804], [5.412, 0.108, -0.493], [6.330, -0.168, -2.763], [6.908, 1.143, -2.287], [2.312, -1.257, -0.981], [2.384, -2.871, -1.848], [3.493, -4.078, -0.853], [3.265, -2.721, -3.509], [-0.829, -2.801, 2.690], [-1.815, -2.509, 1.092], [-1.620, -4.210, 1.851], [0.729, -4.358, 1.457], [0.030, -4.034, -0.170], [1.359, -2.108, 1.756], [-0.191, -1.786, -2.535], [1.976, -0.099, 1.396], [-0.128, -0.729, 2.443], [-1.194, 0.216, 1.190], [0.326, 1.846, 0.036], [2.108, 2.204, -1.685], [0.597, 1.267, -2.033], [1.846, -0.421, -2.864], [4.079, 1.473, -2.108], [3.894, 0.327, -3.497], [4.875, -1.569, -1.610], [5.562, -0.672, 0.089], [6.018, -0.026, -3.848], [7.174, -0.927, -2.642], [6.821, 1.864, -3.007], [7.870, 1.023, -1.965], [3.037, -1.261, -0.230], [3.914, -3.498, 0.044], [4.391, -4.400, -1.490], [2.864, -4.956, -0.508], [2.930, -3.624, -4.134], [4.392, -2.869, -3.366], [3.005, -1.803, -4.118], [2.420, 4.487, 1.702], [1.599, 4.725, 0.679], [2.065, 5.443, -0.526], [1.316, 5.661, -1.460], [3.476, 5.886, -0.554], [4.297, 5.648, 0.469], [3.830, 4.929, 1.675], [4.578, 4.709, 2.609], [2.096, 3.963, 2.591], [0.564, 4.407, 0.684], [3.800, 6.409, -1.445], [5.332, 5.965, 0.466], [4.718, -3.641, -7.154], [4.460, -3.728, -8.459], [4.164, -5.029, -9.097], [3.931, -5.110, -10.285], [4.163, -6.229, -8.231], [4.421, -6.141, -6.926], [4.717, -4.840, -6.289], [4.951, -4.759, -5.095], [4.938, -2.697, -6.670], [4.456, -2.860, -9.106], [3.944, -7.172, -8.715], [4.425, -7.009, -6.278], [-7.162, -2.489, 2.064], [-6.346, -3.279, 1.365], [-5.017, -2.808, 0.921], [-4.271, -3.526, 0.281], [-4.627, -1.428, 1.284], [-5.442, -0.638, 1.982], [-6.771, -1.110, 2.426], [-7.515, -0.390, 3.065], [-8.140, -2.818, 2.396], [-6.615, -4.292, 1.091], [-3.650, -1.100, 0.951], [-5.171, 0.375, 2.255], [-13.221, -1.853, 4.284], [-12.406, -2.643, 3.585], [-11.077, -2.172, 3.142], [-10.332, -2.893, 2.501], [-10.685, -0.792, 3.503], [-11.501, -0.002, 4.202], [-12.831, -0.473, 4.646], [-13.574, 0.245, 5.285], [-14.198, -2.181, 4.616], [-12.676, -3.656, 3.312], [-9.708, -0.464, 3.171], [-11.231, 1.010, 4.475], [4.192, 5.854, 8.538], [4.309, 4.528, 8.607], [4.300, 3.693, 7.387], [4.404, 2.482, 7.448], [4.157, 4.385, 6.088], [4.040, 5.710, 6.018], [4.049, 6.546, 7.238], [3.944, 7.755, 7.175], [4.196, 6.482, 9.420], [4.415, 4.006, 9.550], [4.153, 3.757, 5.205], [3.934, 6.232, 5.075], [-3.533, 3.007, -1.715], [-3.778, 3.692, -2.833], [-4.017, 3.001, -4.119], [-4.238, 3.623, -5.138], [-3.975, 1.522, -4.117], [-3.730, 0.838, -2.999], [-3.492, 1.529, -1.714], [-3.269, 0.904, -0.692], [-3.355, 3.496, -0.766], [-3.813, 4.774, -2.852], [-4.153, 1.033, -5.066], [-3.696, -0.245, -2.979]], "atomic_forces_ev_per_a": [[0.7, -0.8, -0.1], [-0.9, -2.0, 1.6], [-1.0, -0.2, -1.3], [0.6, 0.8, 1.8], [-0.4, 0.5, 0.1], [-0.3, 0.4, 0.7], [1.1, -0.8, 1.3], [-2.2, 2.5, -2.6], [1.8, -3.2, 1.2], [-0.3, -0.4, -0.7], [-0.5, -0.3, -0.4], [-1.3, 0.5, -0.8], [0.0, 2.3, -1.7], [1.0, -0.7, -0.8], [0.6, 1.2, 0.1], [-0.8, -2.0, 0.0], [0.7, 0.8, 0.6], [-0.4, -0.8, -1.0], [0.7, 0.2, 0.6], [-0.5, -2.5, -1.3], [1.0, 1.1, 0.1], [1.1, -0.3, -0.1], [-0.4, -0.4, -1.5], [0.8, -0.8, 0.8], [0.5, 1.6, -0.5], [-0.5, 1.2, -1.0], [0.4, 1.2, 1.2], [0.0, 0.2, -0.6], [0.6, 0.1, 1.2], [-1.1, -0.1, -0.9], [-0.5, 1.2, -1.2], [1.2, 0.1, 0.7], [0.7, -0.6, 0.2], [-0.3, -1.7, 0.3], [1.5, -0.3, 0.6], [0.7, 0.4, 1.6], [-0.5, -1.7, 0.0], [-0.3, 0.0, 1.6], [0.1, 1.1, -0.8], [0.1, 1.0, -0.4], [0.3, -0.7, 1.3], [-1.5, 0.6, -0.4], [0.5, -0.4, 0.4], [-0.6, 0.3, -0.3], [-0.4, 0.5, -0.7], [-0.6, -1.1, -1.1], [-1.4, 0.3, 0.8], [0.8, 1.2, -0.4], [0.2, 1.2, 1.2], [-1.5, 0.5, -0.5], [0.4, -1.0, 0.9], [-0.3, 0.0, -0.1], [0.0, -0.1, 0.2], [-0.2, 0.1, -0.2], [0.1, -0.1, 0.1], [0.3, 0.0, 0.1], [0.0, 0.1, -0.3], [0.2, -0.1, 0.3], [-0.2, 0.0, -0.2], [0.0, 0.0, 0.1], [0.0, 0.0, 0.0], [0.0, 0.0, 0.0], [0.0, 0.0, 0.0], [0.0, 0.1, -0.2], [0.1, 0.3, 0.3], [-0.1, -0.1, -0.5], [0.1, 0.1, 0.3], [0.0, -0.2, 0.3], [-0.1, -0.1, -0.2], [0.1, -0.1, 0.2], [-0.1, 0.0, -0.2], [0.0, 0.0, 0.0], [0.0, 0.0, 0.0], [0.0, 0.0, 0.0], [0.0, 0.0, 0.0], [0.0, -0.3, 0.0], [-0.2, 0.1, 0.1], [0.1, -0.3, -0.2], [0.0, 0.2, 0.1], [0.0, 0.2, 0.2], [0.3, 0.1, -0.1], [-0.2, 0.1, 0.1], [0.3, -0.1, -0.2], [0.0, 0.1, 0.0], [0.0, 0.0, 0.0], [-0.1, 0.0, -0.1], [0.0, 0.0, 0.0], [0.0, -0.3, -0.1], [-0.2, 0.0, 0.1], [0.1, -0.1, -0.1], [-0.2, 0.1, 0.1], [0.0, 0.3, 0.0], [0.2, -0.1, -0.1], [-0.2, 0.3, 0.2], [0.1, -0.2, -0.1], [0.0, 0.0, 0.0], [0.0, 0.0, 0.0], [0.0, -0.1, 0.1], [0.0, 0.0, 0.0], [0.0, -0.3, 0.2], [0.0, 0.3, 0.2], [0.1, -0.3, 0.0], [-0.1, 0.2, 0.0], [-0.1, 0.2, -0.2], [0.0, -0.3, -0.2], [0.0, 0.4, 0.0], [0.0, -0.3, 0.0], [0.0, 0.0, 0.0], [0.0, 0.0, 0.0], [0.0, 0.0, 0.0], [0.0, 0.0, 0.0], [0.0, 0.2, -0.1], [0.1, 0.0, 0.3], [-0.1, 0.3, -0.4], [0.1, -0.2, 0.2], [0.1, -0.3, 0.1], [0.0, 0.0, -0.2], [0.0, -0.1, 0.2], [0.1, 0.0, -0.1], [0.0, 0.0, 0.0], [0.0, 0.0, 0.0], [0.0, 0.0, 0.0], [0.0, 0.0, 0.0]]}

=====

Entry 2:
{"formula": "C2H6N", "method": "ωB97M-V/def2-TZVPD", "largest_force_ha_per_bohr": 0.029, "charge": 1, "homo_ev": -16.2, "lumo_ev": -4.0, "gap_ev": 12.16, "e_above_lowest_kj_mol": 33.5, "smiles": "C=C[NH3+]", "symbols": ["C", "C", "N", "H", "H", "H", "H", "H", "H"], "xyz": [[0.312, 1.271, 0.475], [-0.469, 0.254, 0.217], [0.007, -0.989, -0.534], [-0.023, 2.077, 1.145], [1.396, 1.177, 0.269], [-1.504, 0.066, 0.446], [0.563, -0.696, -1.336], [0.491, -1.581, 0.143], [-0.774, -1.580, -0.824]], "atomic_forces_ev_per_a": [[1.1, -0.4, 0.9], [-0.9, -1.0, -0.6], [-0.2, 0.7, 1.0], [0.1, -0.3, -0.7], [-0.7, 0.5, -0.1], [-0.2, 0.6, 0.3], [0.3, -0.5, 0.0], [0.7, 0.1, -0.3], [-0.1, 0.4, -0.4]]}

=====

Entry 3:
{"formula": "C45H57BaCl2IN6O6P", "method": "ωB97M-V/def2-TZVPD", "largest_force_ha_per_bohr": 0.080, "charge": -1, "homo_ev": [-3.7, -2.0], "lumo_ev": [0.9, 0.2], "gap_ev": [4.66, 2.27], "e_above_lowest_kj_mol": 289.6, "symbols": ["Ba", "O", "Cl", "O", "O", "O", "C", "C", "C", "C", "C", "C", "N", "N", "C", "C", "C", "C", "C", "C", "H", "H", "H", "H", "H", "H", "H", "H", "H", "I", "O", "C", "C", "C", "C", "P", "C", "C", "C", "C", "C", "C", "H", "H", "H", "H", "H", "H", "H", "H", "H", "H", "H", "H", "H", "H", "H", "H", "H", "H", "H", "H", "H", "N", "C", "C", "C", "C", "C", "C", "C", "H", "H", "H", "H", "H", "C", "C", "C", "C", "C", "O", "C", "C", "C", "C", "C", "C", "Cl", "C", "C", "C", "N", "C", "N", "C", "N", "H", "H", "H", "H", "H", "H", "H", "H", "H", "H", "H", "H", "H", "H", "H", "H", "H", "H", "H", "H", "H", "H"], "xyz": [[1.089, -0.902, -0.870], [2.858, 1.281, -4.429], [3.143, 0.334, -3.428], [4.449, -0.180, -3.529], [2.165, -0.688, -3.513], [2.905, 1.005, -2.059], [5.905, -4.283, -2.327], [4.610, -4.041, -2.767], [3.775, -3.201, -1.979], [4.226, -2.656, -0.760], [5.541, -3.014, -0.348], [6.361, -3.829, -1.067], [3.461, -1.783, -0.048], [4.045, -1.455, 1.070], [3.307, -0.840, 2.041], [4.007, -0.701, 3.312], [3.363, -0.026, 4.323], [2.066, 0.479, 4.082], [1.420, 0.242, 2.913], [1.927, -0.468, 1.824], [6.613, -4.823, -2.971], [4.180, -4.504, -3.644], [2.796, -2.915, -2.429], [5.896, -2.578, 0.602], [7.302, -4.100, -0.644], [5.026, -1.078, 3.390], [3.834, 0.207, 5.266], [1.514, 1.002, 4.875], [0.384, 0.613, 2.867], [-2.147, -0.977, -3.259], [-2.440, 0.003, 0.412], [-3.131, -0.602, -0.296], [-1.998, -5.038, -0.497], [-1.477, -5.146, 0.919], [-1.624, -6.594, 1.375], [0.158, -4.278, 0.999], [1.396, -5.727, 1.416], [1.707, -6.527, 0.150], [2.677, -5.294, 2.051], [0.091, -3.576, 2.749], [-0.857, -2.378, 2.686], [-0.308, -4.547, 3.858], [-2.972, -5.565, -0.572], [-1.366, -5.562, -1.221], [-2.117, -3.986, -0.798], [-2.199, -4.572, 1.548], [-0.989, -7.242, 0.784], [-2.675, -6.919, 1.185], [-1.441, -6.775, 2.464], [0.846, -6.464, 2.024], [2.304, -5.909, -0.579], [0.831, -6.838, -0.463], [2.336, -7.373, 0.420], [3.152, -4.510, 1.450], [3.431, -6.100, 2.086], [2.584, -4.875, 3.053], [1.047, -3.104, 3.023], [-1.938, -2.711, 2.728], [-0.639, -1.836, 1.752], [-0.697, -1.687, 3.531], [-1.381, -4.782, 3.829], [-0.260, -4.053, 4.855], [0.309, -5.431, 3.863], [-3.974, -1.283, -0.911], [-3.823, -1.867, -2.111], [-4.853, -2.757, -2.603], [-5.813, -3.383, -1.751], [-6.579, -4.477, -2.186], [-6.482, -4.944, -3.466], [-5.658, -4.249, -4.366], [-4.808, -3.215, -3.978], [-5.943, -2.962, -0.760], [-7.355, -4.889, -1.556], [-7.003, -5.870, -3.799], [-5.739, -4.505, -5.451], [-4.155, -2.720, -4.703], [0.775, 7.079, 2.905], [0.380, 5.839, 2.049], [-0.257, 4.906, 3.089], [1.644, 5.135, 1.611], [-0.622, 6.209, 0.901], [-1.744, 6.816, 1.549], [0.010, 7.112, -0.177], [-0.947, 7.947, -1.121], [-1.624, 7.251, -2.255], [-3.012, 7.317, -2.431], [-3.611, 6.608, -3.455], [-2.828, 5.908, -4.363], [-3.632, 4.974, -5.598], [-1.437, 5.792, -4.234], [-0.831, 6.471, -3.180], [-1.315, 4.946, 0.330], [-0.514, 3.906, -0.261], [-0.512, 2.563, -0.008], [0.226, 1.901, -0.871], [0.803, 2.916, -1.637], [0.354, 4.114, -1.302], [1.418, 6.654, 3.686], [-0.136, 7.567, 3.396], [1.277, 7.839, 2.294], [0.504, 4.842, 3.907], [-0.384, 3.921, 2.678], [-1.176, 5.376, 3.510], [2.291, 4.893, 2.480], [2.182, 5.697, 0.785], [1.440, 4.143, 1.143], [-1.699, 7.803, 1.638], [0.763, 6.544, -0.729], [0.579, 7.888, 0.339], [-0.319, 8.734, -1.549], [-1.734, 8.411, -0.536], [-3.620, 7.797, -1.673], [-4.701, 6.589, -3.550], [-0.820, 5.322, -4.982], [0.266, 6.448, -3.124], [-2.056, 5.347, -0.399], [-1.890, 4.579, 1.172], [-1.133, 2.133, 0.804], [1.450, 2.763, -2.465]], "atomic_forces_ev_per_a": [[0.9, 0.2, 0.6], [0.0, 1.4, -1.3], [0.0, 2.4, 3.4], [0.6, -0.2, 0.1], [-1.7, -2.3, 0.0], [0.6, -1.4, -2.2], [0.9, -0.9, -0.3], [-0.5, 1.1, 1.6], [0.0, -0.5, -0.9], [0.9, -0.3, -1.2], [0.0, 0.5, 1.5], [-1.3, 0.1, -1.4], [-1.2, -0.2, -0.3], [0.8, 0.1, 1.4], [-0.3, -0.3, 0.2], [-0.9, 0.4, -1.3], [-0.5, 0.5, -0.3], [0.7, 0.2, 2.0], [-1.3, -0.2, -1.2], [0.8, 0.1, -0.1], [-0.4, -0.1, 0.3], [0.3, 0.2, -0.3], [0.7, -0.3, 0.6], [-0.4, -0.4, -0.7], [0.7, -0.1, -0.1], [-0.2, 0.1, 0.0], [0.2, -0.2, 0.2], [0.4, -0.1, -0.2], [0.1, 0.0, -0.1], [-1.2, -0.9, 0.4], [-0.2, 0.0, -0.3], [-1.3, -1.1, -0.1], [-0.8, -0.3, -0.6], [-1.0, 0.1, 0.6], [-0.5, -0.4, 0.8], [1.7, -0.8, 1.7], [-1.7, -0.6, -1.2], [0.5, 1.0, -1.6], [1.1, 0.7, 0.2], [-0.4, 0.6, 0.0], [-1.0, 0.0, 0.2], [-0.6, 0.9, 0.7], [0.2, 0.5, 0.0], [0.2, 0.2, 0.0], [0.0, -0.4, -0.1], [0.7, -0.1, -0.3], [0.2, -0.3, 0.0], [0.6, 0.2, 0.1], [0.1, 0.3, -0.9], [0.1, 0.5, 0.3], [-0.3, -0.4, 0.7], [0.3, -0.1, 0.7], [-0.1, -0.3, -0.2], [-0.1, 0.0, 0.0], [-0.5, 0.0, 0.0], [-0.2, -0.1, 0.0], [0.1, -0.4, -0.6], [1.0, 0.4, -0.2], [-0.3, 0.1, 0.4], [0.0, -0.2, -0.4], [0.2, -0.4, -0.5], [0.5, -0.2, -0.5], [0.0, -0.4, 0.2], [1.5, 1.4, 1.9], [-0.2, 0.0, -1.5], [0.9, -1.0, -1.4], [0.2, 0.3, -0.4], [-0.1, 1.1, 0.9], [0.3, -0.6, -1.3], [0.2, 0.1, -1.2], [-0.8, -0.1, 1.0], [0.0, -0.3, 0.0], [0.3, -0.1, 0.4], [0.2, 1.0, 0.3], [0.4, 0.1, 1.0], [-0.3, -0.2, 0.3], [-1.1, 0.3, -0.2], [-0.1, 0.4, 0.9], [0.3, 1.0, 0.8], [1.0, -0.6, -1.7], [0.5, -0.2, 0.3], [-0.7, 1.5, -0.1], [-0.3, 0.7, -0.1], [0.7, -0.6, 0.4], [0.7, -1.4, -1.2], [1.0, -0.6, 0.5], [-0.3, -0.1, -0.6], [0.1, -0.6, 0.3], [0.0, 0.1, -0.1], [-0.4, 1.2, 0.5], [-0.9, 0.9, 0.4], [-0.7, 1.3, -0.4], [1.2, -1.7, -0.5], [-1.2, 0.6, 0.4], [0.7, 0.9, -0.1], [-2.1, 0.4, 1.4], [-0.1, 0.0, -0.1], [0.0, 0.7, -0.1], [1.2, -0.7, -0.6], [0.2, -0.1, 0.4], [-0.8, -0.3, -0.5], [-0.4, -0.5, 0.1], [0.5, -0.7, -0.3], [-0.2, 0.5, -0.6], [-0.2, -0.5, 1.2], [0.0, 0.7, 0.4], [0.4, -1.5, -0.3], [-0.4, 0.0, -0.2], [0.0, 0.0, 0.2], [-0.1, 0.1, 0.2], [0.0, 0.3, 0.3], [0.0, 0.2, -0.1], [0.4, 0.0, -0.1], [-0.1, -0.4, 0.0], [-0.6, 0.0, 0.3], [0.5, -0.5, 0.2], [0.0, -0.6, -0.1], [0.6, 0.3, -0.7], [0.5, -0.2, -0.3]]}